# C2H7NO

An isolated molecule of C2H7NO (wB97M-V/def2-TZVPD, OMol25).

The HOMO-LUMO gap is 10.21 eV. Its SMILES is NCCO. The value obtained for the energy above the lowest of the compared OMol25 structures with the same formula, charge and spin is 23.6 kcal/mol. The value obtained for the LUMO energy is 0.035 Ha.

Each line ends with the natural charge from an NBO analysis.
Element x y z (Å)
N1 0.345 0.095 -1.636  -0.840
C1 -0.502 -0.539 -0.567  -0.250
C2 0.164 -0.430 0.770  -0.089
O1 -0.002 0.926 1.367  -0.720
H1 1.094 -0.602 -1.887  0.354
H2 0.732 0.948 -1.267  0.362
H3 -0.639 -1.613 -0.881  0.197
H4 -1.450 -0.049 -0.438  0.186
H5 1.229 -0.562 0.766  0.187
H6 -0.371 -1.226 1.433  0.155
H7 -0.971 0.841 1.576  0.457

# C2H7NO

A cluster of 2 separate species, C2H7NO in total (wB97M-V/def2-TZVPD, OMol25).

The HOMO-LUMO gap is 10.73 eV. Its SMILES is C=NC.O. The value obtained for the energy above the lowest of the compared OMol25 structures with the same formula, charge and spin is 44.8 kcal/mol. The value obtained for the LUMO energy is 0.041 Ha.

Each line ends with the natural charge from an NBO analysis.
Element x y z (Å)
C1 2.496 0.730 0.728  -0.064
N1 1.999 0.303 -0.376  -0.375
C2 2.931 -0.338 -1.271  -0.478
H1 2.053 1.570 1.233  0.181
H2 3.524 0.526 0.943  0.131
H3 3.520 -1.091 -0.717  0.187
H4 2.528 -0.901 -2.120  0.208
H5 3.854 0.143 -1.629  0.211
O1 -6.101 -0.409 0.741  -0.923
H6 -6.680 -0.190 1.490  0.461
H7 -6.466 -1.291 0.573  0.462

# C2H7NO2

An isolated molecule of C2H7NO2 (wB97M-V/def2-TZVPD, OMol25).

The HOMO-LUMO gap is 9.79 eV. Its SMILES is CN(C)OO. The value obtained for the energy above the lowest of the compared OMol25 structures with the same formula, charge and spin is 142.4 kcal/mol. The value obtained for the LUMO energy is 0.030 Ha.

Each line ends with the natural charge from an NBO analysis.
Element x y z (Å)
C1 0.538 -1.130 -0.067  -0.433
N1 -0.049 0.000 -0.544  -0.072
C2 0.710 1.284 -0.104  -0.456
O1 -1.334 0.076 -0.777  -0.118
O2 -2.137 0.057 0.627  -0.610
H1 1.117 -1.743 -0.822  0.194
H2 1.276 -0.795 0.711  0.194
H3 -0.138 -1.765 0.436  0.219
H4 -0.093 2.058 -0.178  0.232
H5 1.250 1.212 0.871  0.196
H6 1.574 1.518 -0.772  0.204
H7 -2.715 -0.773 0.619  0.450

For reference, F_max by record: 2.9, 3.0, 4.6 eV/Å.